# 1
Computed, not measured: a cluster of 6 separate species, C31H26Br3N5O10 in total in a non-equilibrium geometry, with ωB97M-V/def2-TZVPD.

LUMO energy	-0.8	eV
HOMO-LUMO gap	9.11	eV
highest occupied orbital energy	-9.94	eV
maximum force	4.17	eV/A
ΔE to the lowest compared entry with this formula, charge and spin	3.127	eV
structure (SMILES)	O=[N+]([O-])c1ccccc1.O=[N+]([O-])c1ccccc1.O=[N+]([O-])c1ccccc1.O=[N+]([O-])c1ccccc1.O=[N+]([O-])c1ccccc1.BrC(Br)Br

ORCA input file:
```
! wB97M-V def2-TZVPD RIJCOSX def2/J DEFGRID3
* xyz 0 1
O -5.471 8.530 1.870
N -6.195 8.276 0.834
O -7.295 8.694 0.580
C -5.660 7.393 -0.220
C -4.473 6.699 -0.059
C -3.916 5.832 -1.007
C -4.551 5.628 -2.162
C -5.670 6.326 -2.426
C -6.200 7.310 -1.540
H -3.966 6.858 0.881
H -2.918 5.425 -0.935
H -4.029 4.881 -2.743
H -6.086 6.259 -3.420
H -7.136 7.831 -1.678
O 1.909 -3.952 1.006
N 1.619 -3.959 -0.141
O 1.438 -4.956 -0.854
C 1.427 -2.714 -0.855
C 1.989 -1.556 -0.277
C 1.707 -0.320 -0.817
C 0.854 -0.179 -1.875
C 0.419 -1.312 -2.536
C 0.677 -2.590 -1.994
H 2.530 -1.542 0.657
H 2.130 0.538 -0.315
H 0.742 0.844 -2.203
H -0.080 -1.255 -3.492
H 0.187 -3.421 -2.479
O 5.213 1.759 -6.769
N 5.046 2.385 -5.766
O 4.003 2.530 -5.193
C 6.195 3.000 -5.168
C 7.316 3.349 -5.906
C 8.329 4.141 -5.288
C 8.347 4.426 -3.919
C 7.231 4.047 -3.190
C 6.238 3.202 -3.762
H 7.388 3.251 -6.979
H 9.150 4.550 -5.859
H 9.100 5.088 -3.517
H 7.148 4.230 -2.129
H 5.449 2.810 -3.137
O -0.077 -14.560 3.612
N 0.361 -13.607 3.070
O 0.559 -13.459 1.855
C 0.680 -12.417 3.937
C 0.265 -12.349 5.249
C 0.400 -11.180 5.999
C 0.945 -10.058 5.378
C 1.286 -10.070 4.083
C 1.238 -11.276 3.374
H -0.114 -13.223 5.758
H -0.018 -11.168 6.995
H 0.972 -9.117 5.907
H 1.692 -9.228 3.542
H 1.523 -11.190 2.336
O -4.544 0.676 -1.745
N -5.432 0.887 -0.878
O -6.632 0.950 -1.064
C -4.878 1.201 0.442
C -3.634 0.795 0.798
C -3.142 1.146 2.102
C -4.009 1.818 3.001
C -5.235 2.292 2.549
C -5.685 2.051 1.289
H -3.088 0.182 0.096
H -2.182 0.889 2.526
H -3.586 1.970 3.983
H -5.757 3.040 3.127
H -6.682 2.381 1.038
Br 1.878 5.524 1.796
C 2.884 4.961 3.386
Br 4.834 5.147 3.137
Br 2.425 3.069 3.868
H 2.621 5.587 4.239
*
```

# 2
Computed, not measured: a structure of composition C31H26CdF4NTe in a non-equilibrium geometry, with ωB97M-V/def2-TZVPD.

LUMO energy	-3.0	eV
HOMO-LUMO gap	7.94	eV
highest occupied orbital energy	-10.90	eV
maximum force	2.75	eV/A
ΔE to the lowest compared entry with this formula, charge and spin	0.191	eV

ORCA input file:
```
! wB97M-V def2-TZVPD RIJCOSX def2/J DEFGRID3
* xyz 1 1
Cd -0.139 0.295 0.938
C -4.383 -1.652 2.363
C -2.913 -1.783 2.358
C -2.068 -0.904 3.006
C -0.684 -1.129 3.004
C -0.147 -2.266 2.353
C -0.989 -3.120 1.646
C -2.363 -2.929 1.720
H -4.923 -2.326 1.735
H -4.684 -0.624 2.053
H -4.758 -1.743 3.335
H -2.413 -0.071 3.565
H -0.033 -0.537 3.663
H 0.911 -2.471 2.427
H -0.576 -3.998 1.189
H -3.056 -3.691 1.352
F 2.174 5.437 -1.848
C 1.551 4.374 -1.254
C 2.088 3.112 -1.447
C 1.606 2.043 -0.767
C 0.496 2.144 0.118
C -0.009 3.425 0.327
C 0.554 4.539 -0.302
H 2.902 2.998 -2.198
H 1.964 1.054 -0.973
H -0.888 3.449 0.953
H 0.160 5.537 -0.120
Te -2.543 -0.397 -0.767
C -2.509 1.048 -2.281
C -1.393 1.346 -3.113
C -1.427 2.428 -3.953
C -2.570 3.259 -3.966
C -3.644 3.038 -3.117
C -3.608 1.924 -2.282
C -1.548 -1.950 -1.742
C -0.209 -1.845 -2.053
C 0.411 -2.885 -2.707
C -0.312 -4.005 -3.061
C -1.666 -4.098 -2.832
C -2.265 -3.123 -2.030
H -0.525 0.667 -3.096
H -0.526 2.691 -4.568
H -2.597 4.171 -4.561
H -4.528 3.655 -3.112
H -4.400 1.805 -1.580
H 0.363 -0.946 -1.947
H 1.460 -2.885 -2.895
H 0.263 -4.805 -3.584
H -2.202 -4.971 -3.164
H -3.313 -3.173 -1.822
F 6.153 -0.939 4.280
C 6.026 0.043 3.394
F 6.164 1.166 4.117
F 7.012 -0.013 2.498
C 4.719 0.004 2.674
C 3.815 0.990 2.946
C 2.625 0.941 2.262
N 2.221 -0.054 1.445
C 3.100 -1.030 1.258
C 4.378 -1.056 1.884
H 4.033 1.853 3.611
H 1.929 1.759 2.419
H 2.768 -1.830 0.614
H 4.967 -1.942 1.636
*
```

# 3
Computed, not measured: a structure of composition C31H26Cl3IrN3P2, with ωB97M-V/def2-TZVPD.

LUMO energy (spin up / spin down)	-8.8 / -12.7	eV
HOMO-LUMO gap (spin up / spin down)	6.99 / 3.99	eV
highest occupied orbital energy (spin up / spin down)	-15.82 / -16.72	eV
⟨S²⟩	6.0242
maximum force	0.50	eV/A
ΔE to the lowest compared entry with this formula, charge and spin	0.079	eV

ORCA input file:
```
! wB97M-V def2-TZVPD RIJCOSX def2/J DEFGRID3
* xyz 3 5
Ir -0.284 -1.147 0.839
N -0.196 1.138 -1.053
P 0.636 -0.300 -1.276
C 2.412 0.091 -1.130
C 3.348 -0.959 -1.481
C 4.692 -0.729 -1.455
C 5.151 0.538 -1.056
C 4.233 1.578 -0.677
C 2.886 1.349 -0.709
C 0.564 -0.828 -2.974
C -0.067 -2.033 -3.290
C -0.152 -2.429 -4.616
C 0.390 -1.627 -5.613
C 1.022 -0.427 -5.301
C 1.116 -0.022 -3.981
P -1.293 0.951 0.248
C -2.930 0.959 -0.439
C -3.940 1.744 0.118
C -5.214 1.702 -0.428
C -5.480 0.885 -1.517
C -4.474 0.100 -2.074
C -3.203 0.129 -1.534
C -1.096 2.287 1.403
C -0.498 3.493 1.036
C -0.423 4.529 1.955
C -0.949 4.366 3.231
C -1.553 3.168 3.597
C -1.625 2.126 2.687
H -0.382 1.777 -1.822
H 2.958 -1.922 -1.792
H 5.403 -1.494 -1.736
H 6.214 0.744 -1.025
H 4.636 2.539 -0.383
H 2.177 2.122 -0.440
H -0.486 -2.654 -2.506
H -0.640 -3.359 -4.873
H 0.320 -1.940 -6.646
H 1.438 0.187 -6.088
H 1.605 0.918 -3.746
H -3.738 2.395 0.959
H -5.998 2.316 -0.005
H -6.476 0.858 -1.938
H -4.687 -0.527 -2.929
H -2.425 -0.486 -1.978
H -0.105 3.638 0.037
H 0.031 5.469 1.674
H -0.894 5.180 3.941
H -1.971 3.052 4.588
H -2.106 1.196 2.974
C 3.117 -1.085 4.354
C 2.244 -0.018 4.219
C 1.327 -0.024 3.185
N 1.266 -1.033 2.298
C 2.123 -2.067 2.425
C 3.055 -2.128 3.437
H 3.834 -1.108 5.164
H 2.255 0.812 4.911
H 0.620 0.783 3.051
H 2.032 -2.860 1.693
H 3.712 -2.983 3.510
Cl -3.982 -4.764 2.678
C -2.456 -5.193 1.930
Cl -2.678 -6.069 0.425
Cl -1.400 -6.055 3.039
C -1.769 -3.916 1.585
N -1.245 -2.934 1.318
*
```